Entry 1:
3 unconnected molecules or ions with the total composition C4H15N2O at a distorted geometry. Source: OMol25; level of theory: ωB97M-V/def2-TZVPD.

```
22
Properties=species:S:1:pos:R:3:mulliken_charge:R:1
H -0.9905 -1.0582 1.0439 0.2908
H 0.9761 -0.5395 2.3523 0.2708
H 2.7048 -1.4888 0.1871 0.3474
H -1.6091 -0.2027 -2.4133 0.5032
H -1.9994 0.9290 -0.3501 0.3610
N 0.6111 0.1629 -2.4787 -0.3927
H 0.0229 0.7172 3.2738 0.3196
C -0.9465 1.0437 -0.6525 -0.4834
H -1.7784 0.2589 1.8392 0.4373
H 0.3822 0.6683 -3.3328 0.3199
H 0.7562 -0.8110 -2.7350 0.3243
N -0.1008 0.7520 0.4920 -0.2961
C -0.7591 0.0001 -1.7667 -1.2148
C -0.8015 -0.0440 1.4506 -0.4913
H -0.5021 -0.8816 -1.1748 0.5661
O 2.1328 -0.7626 -0.0973 -0.6356
H 0.6996 1.3577 0.4899 0.2838
H 1.2544 0.1536 -1.2187 0.6288
H 1.2135 -1.0329 0.0225 0.2463
H -0.8068 2.0041 -1.1356 0.4042
H -0.4565 -0.9715 3.4377 0.3742
C -0.0030 -0.2547 2.7665 -1.1640
```

Its spin multiplicity is 1. The gap between HOMO and LUMO comes out at 9.5 eV. Its highest occupied orbital energy is -13.19 eV. Its lowest unoccupied orbital energy is -3.667 eV. Its charge is +1. For the total energy, the calculation gives -9409.5593 eV.



Entry 2:
A single C7H13FN2P2 molecule at a distorted geometry. Source: OMol25; level of theory: ωB97M-V/def2-TZVPD.

```
25
Properties=species:S:1:pos:R:3:mulliken_charge:R:1
C 2.2585 -1.4068 -1.1334 -1.4464
C 2.6315 -0.4159 1.1894 -1.6400
H -4.9488 0.8408 0.8761 0.0219
N -0.1592 -0.1802 -0.2941 -0.5967
H -1.9612 -2.1213 -0.4609 0.0086
H 3.6329 -0.7963 1.3272 0.4074
H 1.5415 2.5252 -0.4795 0.3706
H 1.9569 -1.1388 1.5909 0.3680
N 0.9760 0.4874 -0.3690 0.5651
C 2.2908 -0.1999 -0.2946 0.6116
F -3.5152 -0.0292 -1.2543 -0.2630
H 2.1998 -2.4082 -0.6281 0.2848
H -1.1857 2.8915 -0.1495 0.3642
C -2.8752 -0.0138 -0.0942 0.5390
C -0.6357 2.0006 -0.3549 -0.9848
H -1.8040 -1.7240 1.3596 -0.0005
P -2.8128 -1.7965 0.4902 -0.0303
H 1.4988 -1.3113 -1.8682 0.4025
P -3.7098 1.0133 1.2115 -0.0548
C 0.7382 1.8226 -0.3388 -0.2642
C -1.1327 0.7112 -0.2800 0.1957
H 2.6479 0.2788 1.9080 0.4914
H -3.8851 2.0273 0.3843 -0.0006
H 2.9874 0.4900 -0.8113 0.2368
H 3.2652 -1.5464 -1.5264 0.4140
```

Its spin multiplicity is 1. The gap between HOMO and LUMO comes out at 10.2 eV. Its highest occupied orbital energy is -9.32 eV. Its structure (SMILES) is CC(C)n1ccc(C(F)(P)P)n1. Its lowest unoccupied orbital energy is 0.881 eV. Its charge is 0. For the total energy, the calculation gives -31740.8416 eV.



Entry 3:
A single C3H7NO2 molecule at a distorted geometry. Source: OMol25; level of theory: ωB97M-V/def2-TZVPD.

```
13
Properties=species:S:1:pos:R:3:mulliken_charge:R:1
H -0.9441 0.9053 -0.0491 0.2187
C 0.0215 0.7833 -0.5678 -0.2893
C -0.3436 -0.9534 1.1348 -0.5498
H 1.1787 -0.9395 -0.2709 0.2252
N 0.2379 -0.5519 -0.0843 -0.2376
H -0.2935 -0.0822 -2.6078 0.2992
O 0.3981 1.8794 -2.6313 -0.4665
H 0.6435 1.5910 -0.2997 0.2524
H -1.4072 -0.7548 1.0771 0.3019
O 0.0151 -0.1016 2.2709 -0.5051
H -0.0968 -1.9852 1.3629 0.3920
C -0.0215 0.8947 -2.0776 0.0494
H 0.6120 -0.6851 2.7428 0.3095
```

Its spin multiplicity is 1. The gap between HOMO and LUMO comes out at 10.2 eV. Its highest occupied orbital energy is -9.51 eV. Its structure (SMILES) is O=CCNCO. Its lowest unoccupied orbital energy is 0.740 eV. Its charge is 0. For the total energy, the calculation gives -8808.2160 eV.